# 1
91
Properties=species:S:1:pos:R:3 method="wB97M-V/def2-TZVPD" e_above_lowest_ev=0.241 gap_ev="3.71 / 5.99" homo_energy_ev="-14.72 / -14.72" spin_multiplicity=5 fmax_ev_per_a=0.197 energy_ha=-7214.64780 total_charge=+3
Mn -0.33623 0.40740 -0.27102
F 3.06922 6.65641 -1.01744
C 2.84835 5.37184 -0.93242
C 3.90804 4.47614 -0.97291
F 5.13786 4.91203 -1.09795
C 3.65152 3.11454 -0.88531
F 4.67187 2.26873 -0.95361
C 2.36052 2.62172 -0.73409
P 2.08208 0.84458 -0.72955
C 2.99403 0.02926 0.56168
C 2.90667 -1.36864 0.63648
C 3.61968 -2.04789 1.60767
C 4.41957 -1.34225 2.50170
C 4.49395 0.04379 2.43871
C 3.77233 0.73789 1.48081
C 2.50249 0.25066 -2.35505
C 3.54579 -0.65459 -2.56132
C 3.89960 -0.99171 -3.85890
C 3.21806 -0.43797 -4.93574
C 2.17434 0.46026 -4.72853
C 1.81338 0.80658 -3.44019
C 1.31675 3.54283 -0.72483
Br -0.49287 2.97629 -0.68996
C 1.54178 4.89852 -0.81754
F 0.53705 5.75362 -0.81417
H 2.30477 -1.91653 -0.07960
H 3.56892 -3.12697 1.66246
H 4.98984 -1.87784 3.24915
H 5.12155 0.58719 3.13246
H 3.83302 1.81749 1.44536
H 4.10363 -1.05914 -1.72781
H 4.72413 -1.67057 -4.02997
H 3.50998 -0.69577 -5.94526
H 1.65786 0.89709 -5.57249
H 1.01632 1.52682 -3.28123
S -4.84087 0.18718 -3.94572
C -6.39368 0.11423 -4.64323
C -7.37844 0.22588 -3.70944
C -6.86382 0.37331 -2.40038
C -5.49376 0.37080 -2.35869
C -4.63965 0.51044 -1.18601
C -3.24375 0.37339 -1.29107
N -2.41854 0.50032 -0.26103
C -2.91390 0.76321 0.97393
C -4.28736 0.91381 1.18461
C -4.75823 1.19834 2.51471
C -3.89446 1.31011 3.54378
C -2.47726 1.14805 3.34578
C -1.54869 1.23460 4.38932
C -0.19487 1.05205 4.16002
C 0.19059 0.79421 2.82893
N -0.66399 0.71276 1.81924
C -1.99385 0.87959 2.06389
C 0.80009 1.11944 5.22467
C 2.13978 0.82928 5.15051
C 2.81074 0.99627 6.38247
C 1.96886 1.41103 7.37250
S 0.37268 1.59849 6.82144
C -5.13817 0.78764 0.07991
H -6.49868 -0.00305 -5.70995
H -8.43065 0.20480 -3.94832
H -7.49736 0.47104 -1.53036
H -2.78787 0.15185 -2.24979
H -5.82187 1.32154 2.67119
H -4.25260 1.52384 4.54239
H -1.91023 1.43778 5.39059
H 1.23647 0.64841 2.58511
H 2.63415 0.49035 4.25126
H 3.86373 0.81638 6.53723
H 2.20751 1.61701 8.40388
H -6.20265 0.91747 0.22764
C -0.78728 -2.57230 1.19783
N -0.84238 -3.18388 -0.12237
C -1.75645 -4.32797 -0.23167
C -0.34325 -2.54183 -1.18673
O -0.09022 -1.27246 -1.13374
N -0.07531 -3.17556 -2.32383
C 0.23877 -4.60468 -2.40818
C 0.15948 -2.41863 -3.55210
H -0.80166 -3.36557 1.94302
H -1.64761 -1.92047 1.37666
H 0.13708 -2.01152 1.32698
H -2.64592 -4.10556 0.35786
H -1.30258 -5.24031 0.15276
H -2.06307 -4.47640 -1.26153
H 0.42520 -5.01581 -1.42149
H 1.14548 -4.71147 -3.00257
H -0.56030 -5.16215 -2.89532
H -0.36789 -1.47058 -3.52225
H -0.21308 -3.00453 -4.39016
H 1.22572 -2.23197 -3.69380


# 2
8
Properties=species:S:1:pos:R:3 method="wB97M-V/def2-TZVPD" e_above_lowest_ev=1.092 gap_ev=7.70 homo_energy_ev=-9.10 spin_multiplicity=1 fmax_ev_per_a=3.237 energy_ha=-1343.27478 total_charge=0
C -0.77954 0.60531 -0.98214
N -1.19080 0.69215 0.15729
N 1.04195 0.13541 1.95142
S 0.88372 0.12438 -1.41885
S 1.10322 -1.28548 1.66696
S 0.72347 -1.70220 -0.43782
H -1.12837 0.90780 -1.95215
H -0.65365 0.52264 1.01528


# 3
63
Properties=species:S:1:pos:R:3 method="wB97M-V/def2-TZVPD" gap_ev="8.98 / 9.45" homo_energy_ev="-8.41 / -8.77" spin_multiplicity=5 fmax_ev_per_a=0.881 energy_ha=-7850.08105 total_charge=0
Cr -0.09445 -0.30107 0.25333
Br -2.10809 -0.43222 1.72177
Br 1.82168 -0.29485 -1.42749
F -0.35852 -2.57694 -0.57616
C -0.43337 -3.55007 -1.51673
C -1.67059 -4.09117 -1.78754
C -1.76249 -5.04523 -2.77409
C -0.62907 -5.45474 -3.46130
C 0.61438 -4.92374 -3.13432
C 0.72417 -3.94311 -2.15776
H -2.52784 -3.72732 -1.23461
H -2.71805 -5.49802 -3.00463
H -0.70414 -6.20749 -4.23468
H 1.50520 -5.25517 -3.65188
H 1.66324 -3.46399 -1.91373
F -0.53319 1.83604 -0.40531
C -1.07056 3.08340 -0.26577
C -1.69454 3.40575 0.92287
C -2.19400 4.69752 1.05004
C -2.09166 5.59139 -0.00870
C -1.46872 5.21665 -1.18714
C -0.94652 3.94887 -1.32609
H -1.72795 2.68682 1.73118
H -2.66691 5.00379 1.97342
H -2.48117 6.59536 0.09999
H -1.39065 5.92826 -1.99806
H -0.47924 3.60188 -2.23875
F -1.52788 -0.36692 -1.55784
C -2.46290 -0.10125 -2.51313
C -3.34613 0.92509 -2.28137
C -4.31680 1.17156 -3.23332
C -4.35872 0.42173 -4.39869
C -3.45202 -0.59596 -4.60078
C -2.45891 -0.85304 -3.66236
H -3.32160 1.45734 -1.33866
H -5.02067 1.97441 -3.06184
H -5.12454 0.64911 -5.13017
H -3.44742 -1.20058 -5.49830
H -1.73851 -1.64236 -3.82748
F 1.17447 0.90210 1.51677
C 1.62012 1.82357 2.42921
C 2.88285 2.33468 2.23976
C 3.34413 3.27408 3.13753
C 2.57350 3.62197 4.23719
C 1.32100 3.06075 4.41030
C 0.81539 2.15583 3.48889
H 3.42435 2.01270 1.35789
H 4.31810 3.70842 2.95235
H 2.98075 4.30616 4.96956
H 0.70434 3.39416 5.23512
H -0.16732 1.71519 3.60994
F 1.16117 -1.71551 1.48672
C 2.29974 -2.15382 2.09489
C 3.01643 -3.15563 1.48375
C 4.18978 -3.59242 2.07566
C 4.60747 -3.03837 3.27282
C 3.86077 -2.02084 3.86228
C 2.69693 -1.55181 3.26193
H 2.66944 -3.60807 0.56411
H 4.75543 -4.39484 1.62269
H 5.47615 -3.39076 3.81364
H 4.18342 -1.55904 4.78601
H 2.09076 -0.79822 3.74705


# 4
6
Properties=species:S:1:pos:R:3 method="wB97M-V/def2-TZVPD" e_above_lowest_ev=1.004 gap_ev=7.30 homo_energy_ev=-8.63 smiles="F[P@@H](=P)I" spin_multiplicity=1 fmax_ev_per_a=3.659 energy_ha=-1081.44240 total_charge=0
F 0.39673 1.72946 0.45281
P 0.14835 0.17258 0.06903
P -1.40122 0.05713 -1.26828
I 2.67517 -0.46690 0.04574
H -0.20917 -0.40945 1.39455
H -1.60986 -1.08284 -0.69385